C40H70N4O18 | wB97M-V/def2-TZVPD

Output
- highest occupied orbital energy (eV) = -9.0234
- SMILES = O=C1CCCO1.O=C1CCCO1.O=C1CCCO1.O=C1CCCO1.O=C1CCCO1.O=C1CCCO1.O=C1CCCO1.CNC(C)=O.CNC(C)=O.CNC(C)=O.CNC(C)=O
- HOMO-LUMO gap (eV) = 9.424
- ΔE to the lowest compared entry with this formula, charge and spin (kcal/mol) = 0.00

Geometry (Å):
1 O 0.9554 -3.0727 -2.6758
2 O -1.5698 -1.6813 -4.1106
3 O 4.5773 -1.1049 0.6146
4 O 5.5002 0.8564 0.3741
5 O 1.6703 -4.5220 -1.0557
6 O -2.4353 -0.0694 -0.7095
7 O 0.5054 3.3169 -3.0643
8 O -6.0658 1.5482 1.6341
9 O -3.3943 -3.3552 -0.6200
10 O 2.5740 2.4447 -1.0639
11 O 0.0679 -4.2819 3.8903
12 O -1.1438 -0.5561 -5.9947
13 O -2.8834 4.8886 3.8392
14 O 3.6240 3.9733 -2.2630
15 O 1.2780 2.0173 2.8548
16 O 1.1152 2.1307 -4.8819
17 O 0.7748 -0.0087 3.6193
18 O -5.3595 -2.2952 -0.7134
19 N -5.3534 3.1381 3.0217
20 N -0.4242 -0.8324 -0.2358
21 N 0.2224 -4.0583 1.6582
22 N -1.4142 3.1996 4.1498
23 C 1.5172 0.7684 -5.2256
24 C 1.5041 -1.1200 4.1970
25 C -1.0645 -3.3705 1.5237
26 C -3.1592 -1.9402 -5.7635
27 C -1.3065 0.2102 -0.2686
28 C -1.8948 -1.2671 -5.3454
29 C -3.8882 2.4063 1.2674
30 C -1.0775 4.6663 2.2092
31 C 2.3349 5.9518 -1.6136
32 C 1.6664 0.9431 3.1934
33 C 2.0364 4.7706 -0.7125
34 C -5.7168 -1.8247 1.5371
35 C 0.6946 0.8679 -3.0398
36 C -3.5842 -2.8609 -4.6292
37 C 0.6389 -4.5960 2.8816
38 C 3.2794 -3.6448 -2.5592
39 C -6.1339 -1.4316 0.1065
40 C 1.6124 0.0505 -3.9327
41 C 2.8489 -1.0043 3.5649
42 C -4.2324 -2.6487 -0.1068
43 C 3.9401 -4.0258 -1.2422
44 C 6.1531 0.7915 -1.9021
45 C 1.8417 -3.7137 -2.1847
46 C -2.6262 -2.5201 -3.5107
47 C 2.7287 3.5441 -1.3631
48 C -4.2551 -2.0777 1.2745
49 C 4.9652 -0.2477 -0.1270
50 C 5.9162 1.7201 -0.7216
51 C 2.9692 -4.9251 -0.5734
52 C -1.8566 4.3043 3.4970
53 C -6.4579 3.0554 3.9289
54 C 5.0489 -0.2395 -1.6592
55 C 3.0567 0.4510 3.2552
56 C -2.2045 2.4755 5.1317
57 C 3.6851 5.4781 -2.2941
58 C -5.2080 2.3194 1.9695
59 C -0.8475 1.5086 0.3599
60 C 0.7481 2.2459 -3.5997
61 C 1.7340 -5.5886 2.9342
62 C 0.9468 -0.7988 0.2323
63 H 0.5771 -4.4479 0.8078
64 H -1.5407 1.6552 5.3891
65 H -3.0975 1.8752 1.8804
66 H -1.8105 4.8788 1.4512
67 H 4.6088 5.7958 -1.7335
68 H -2.4408 3.0531 6.0167
69 H -4.5267 3.6666 3.2539
70 H 6.8075 2.2836 -0.3952
71 H 1.1187 0.0351 0.9046
72 H 1.7416 -0.8289 -0.5297
73 H -0.7710 -1.7303 -0.5845
74 H -0.3619 0.5129 -3.1835
75 H 2.6287 0.1094 -3.4646
76 H 1.8614 -5.9825 3.9247
77 H -3.7692 -1.1094 1.1091
78 H -7.3591 3.1230 3.2433
79 H -0.3328 3.9649 1.9322
80 H -1.5629 2.3117 0.1553
81 H -6.1738 -2.7052 1.9631
82 H 1.0022 4.4980 -0.6454
83 H 0.1979 1.7107 0.0362
84 H -3.0937 -1.9967 -2.7110
85 H 4.0769 0.1416 -2.0536
86 H -6.5371 3.8020 4.6931
87 H 1.5263 -0.8658 5.2477
88 H -3.1850 2.0973 4.8034
89 H 0.8793 -2.0104 3.9988
90 H -3.4147 -3.9378 -4.8760
91 H 0.8052 0.4793 -5.9721
92 H -1.4201 -3.5925 0.5256
93 H 3.6655 -1.5537 4.1064
94 H 4.0576 -3.1323 -0.5742
95 H 1.0962 0.8703 -2.0277
96 H 2.4288 6.8765 -1.1096
97 H -1.0056 -2.2947 1.7154
98 H -5.9814 -1.0155 2.2005
99 H 6.0016 1.4103 -2.7749
100 H 7.1737 0.4246 -1.8257
101 H -0.6157 5.6536 2.3643
102 H 3.0797 -6.0061 -0.7992
103 H -0.9013 1.3880 1.4530
104 H -3.9737 -1.2953 -5.9426
105 H -0.6554 2.6931 3.7072
106 H 3.4737 -4.3921 -3.3004
107 H -2.8762 -2.4259 -6.7530
108 H 3.4616 -2.6482 -2.8998
109 H 1.2160 -0.9775 -4.0125
110 H 1.5364 -6.4048 2.2383
111 H 2.8292 -1.5347 2.5692
112 H 2.4113 4.8919 0.2924
113 H 1.0722 -1.6972 0.8224
114 H 5.1348 2.4597 -0.9948
115 H 5.1658 -1.2009 -2.1402
116 H -3.8836 1.9179 0.3050
117 H 3.5219 0.9438 4.1484
118 H -7.1791 -1.6184 -0.1023
119 H -1.6617 -3.7491 2.3579
120 H 4.9669 -4.5035 -1.3179
121 H -2.0325 -3.2703 -3.0121
122 H -3.6106 3.4648 1.1098
123 H -6.4248 2.0877 4.4009
124 H -4.5969 -2.6781 -4.3281
125 H -3.7665 -2.7167 1.9675
126 H -5.9257 -0.3995 -0.1519
127 H 2.4641 0.9167 -5.6989
128 H 1.5406 5.9897 -2.3794
129 H 3.0145 -4.8480 0.5073
130 H 3.8079 5.7909 -3.3055
131 H 2.7267 -5.2694 2.6541
132 H 3.6354 0.7065 2.3863

***

C40H73AsCrN3O5PSi3Te | wB97M-V/def2-TZVPD

Output
- ⟨S²⟩ = 6.392
- highest occupied orbital energy (alpha / beta) (eV) = 0.5916 / -0.9200
- HOMO-LUMO gap (alpha / beta) (eV) = 3.465 / 4.990
- total charge = -2
- ΔE to the lowest compared entry with this formula, charge and spin (kcal/mol) = 70.34
- multiplicity = 5

Geometry (Å):
1 Te 3.0029 0.4036 -0.4838
2 As 0.1245 0.3853 -3.6914
3 Cr 0.2706 0.5098 -0.8996
4 P -0.3007 0.7371 2.8303
5 Si -1.4864 2.0821 -4.1614
6 Si -1.0144 -1.5276 -4.4750
7 Si 1.7909 0.8479 -5.2457
8 O -1.3076 -0.7226 -1.2377
9 O 0.7673 2.5208 -1.1032
10 O 0.3709 4.5710 -0.2744
11 O -3.4402 -1.2348 -0.7039
12 O -4.5049 3.5738 1.4504
13 N 1.9288 -3.5587 -0.1333
14 N 1.1703 -1.3303 -0.6954
15 N -1.3591 1.5635 -0.2480
16 C -3.6297 1.5428 0.5143
17 C 3.0187 -0.5705 -5.0658
18 C -0.7163 -3.3921 2.3623
19 C -0.1444 -2.9932 -3.6934
20 C -2.5852 2.9512 5.4729
21 C -0.8746 -3.7999 3.8385
22 C -0.8154 -1.7464 -6.3478
23 C -1.3224 2.5461 4.6949
24 C -1.7305 2.3116 -6.0260
25 C 4.1264 -4.6592 -0.2320
26 C 2.2290 -5.2918 -1.8167
27 C -0.6459 -2.6149 4.7827
28 C -2.5166 0.8597 -0.0694
29 C 0.0787 3.3929 -0.4558
30 C -0.9263 3.7526 -3.5236
31 C 1.4926 1.0934 -7.0990
32 C -2.4751 -0.4472 -0.6703
33 C 3.3352 2.1407 4.5762
34 C 3.8802 2.5805 3.2187
35 C 2.6494 2.3913 -4.5985
36 C 2.1468 1.1768 4.3973
37 C -0.9587 -1.8991 2.1693
38 C 2.8301 3.3963 2.4428
39 C -2.7172 0.5422 4.2217
40 C 1.4065 3.0098 2.8602
41 C 1.2008 -2.5060 -0.5298
42 C 0.4709 -1.7080 4.2729
43 C 1.3605 1.4979 3.1180
44 C 3.3752 -3.3723 0.0807
45 C -2.2670 3.5670 0.6503
46 C -3.4767 2.8499 0.8725
47 C -3.0368 1.8236 6.3941
48 C 0.1210 -1.0794 2.9020
49 C -3.4631 0.6029 5.5612
50 C -3.1730 1.6599 -3.4505
51 C -1.2751 1.0347 4.3875
52 C -2.8408 -1.6646 -4.1147
53 C 3.7612 -5.2227 -1.6079
54 C -1.2453 2.8383 0.0488
55 C 1.4916 -4.8852 -0.5452
56 H -1.2875 3.1092 3.7573
57 H 4.1150 1.6586 5.1745
58 H -1.9655 -1.6523 2.5183
59 H 4.7973 3.1636 3.3454
60 H -2.1545 4.6110 0.8943
61 H 0.4134 -4.8491 -0.6948
62 H -2.3932 3.8667 6.0391
63 H -0.9478 -1.6445 1.1100
64 H 1.0113 -1.1259 2.2591
65 H 1.4978 1.2255 5.2800
66 H 1.6888 -5.5980 0.2627
67 H 2.9836 4.4676 2.6045
68 H 2.5544 2.4767 -3.5124
69 H 1.9056 1.0525 2.2711
70 H 2.2451 3.3051 -5.0426
71 H 1.1212 3.5492 3.7690
72 H 0.2923 -3.6278 2.0101
73 H -3.8234 1.2515 -4.2258
74 H -1.5633 -2.0266 4.8756
75 H 3.7165 2.3381 -4.8337
76 H -0.8288 0.5118 5.2436
77 H 2.5023 1.2155 -7.5075
78 H -3.1383 0.9483 -2.6256
79 H -3.2042 1.1736 3.4723
80 H -1.8710 -4.2180 4.0113
81 H -3.1226 -2.6823 -4.4093
82 H 4.1503 1.6923 2.6385
83 H -0.4106 -2.9771 5.7890
84 H -0.1601 -4.5936 4.0829
85 H 4.2097 -6.2130 -1.7214
86 H 2.5250 0.1523 4.3391
87 H 3.0184 3.0264 5.1385
88 H 3.9569 -0.3272 -5.5739
89 H -3.3914 3.1848 4.7713
90 H -3.0673 -1.5324 -3.0541
91 H 3.2331 -0.7196 -4.0033
92 H -5.2696 2.9898 1.4919
93 H 1.3912 -2.2985 4.1858
94 H 0.9377 -2.9426 -3.8306
95 H -1.3482 4.5093 -4.1941
96 H -2.7603 -0.4705 3.8219
97 H -4.5704 1.0160 0.6361
98 H 2.9381 3.2130 1.3715
99 H -1.1188 -2.7665 -6.6078
100 H 1.9312 -4.5912 -2.5973
101 H -0.4328 2.8253 5.2658
102 H 3.5549 -3.0568 1.1114
103 H -3.8534 2.1475 7.0459
104 H 0.6815 -0.9397 5.0173
105 H 0.6988 3.3118 2.0872
106 H 0.2134 -1.6123 -6.6817
107 H -0.5190 -3.9171 -4.1470
108 H -0.3437 -3.0004 -2.6194
109 H -2.6598 2.8670 -6.1902
110 H 0.1574 3.8665 -3.4897
111 H -1.4040 -3.9615 1.7318
112 H 0.9149 1.9848 -7.3297
113 H 1.0151 0.2513 -7.5973
114 H 3.9250 -5.4124 0.5358
115 H 2.6435 -1.5143 -5.4714
116 H 4.2038 -4.5874 -2.3782
117 H -3.4391 -0.9635 -4.6962
118 H -1.2892 3.9439 -2.5135
119 H 5.1972 -4.4463 -0.1814
120 H -3.2702 -0.3139 6.1284
121 H -1.4423 -1.0548 -6.9160
122 H -1.7925 1.3703 -6.5759
123 H -0.9152 2.8951 -6.4532
124 H 3.7195 -2.5499 -0.5534
125 H -3.6195 2.5823 -3.0679
126 H -2.2035 1.5533 7.0514
127 H 1.9098 -6.2860 -2.1409
128 H -4.5412 0.6355 5.3764

***

C40H74N2O16S8 | wB97M-V/def2-TZVPD

Output
- highest occupied orbital energy (eV) = -7.9211
- SMILES = O=S1(=O)CCCC1.O=S1(=O)CCCC1.O=S1(=O)CCCC1.O=S1(=O)CCCC1.O=S1(=O)CCCC1.O=S1(=O)CCCC1.O=S1(=O)CCCC1.O=S1(=O)CCCC1.c1cc[nH]c1.c1cc[nH]c1
- HOMO-LUMO gap (eV) = 8.214
- ΔE to the lowest compared entry with this formula, charge and spin (kcal/mol) = 0.00

Geometry (Å):
1 S 0.3738 -6.2258 1.0997
2 S 6.2000 2.1527 -0.9129
3 S -5.1171 -2.2838 -2.2225
4 S 0.2465 -0.4063 0.5658
5 S 1.7961 0.3642 4.6641
6 S -0.9900 5.6666 -3.5286
7 S 1.0691 0.1280 -4.3830
8 S -3.9434 1.9567 -0.6599
9 O 6.2210 2.5328 0.4996
10 O 0.4576 -1.5331 1.4100
11 O -0.0854 6.8042 -3.6084
12 O -2.1748 5.8615 -2.7376
13 O -5.4159 -0.8955 -2.4811
14 O 0.4083 -5.3897 -0.0465
15 O 2.5738 0.5522 3.4663
16 O 0.9028 0.3584 -5.7985
17 O 2.1839 0.6924 -3.6359
18 O -0.7350 -0.5167 -0.4834
19 O 6.5498 0.8021 -1.2630
20 O -4.1044 0.7848 0.1791
21 O -4.8791 -3.1510 -3.3848
22 O 0.6248 1.1538 4.9132
23 O -2.6931 2.1750 -1.3555
24 O 0.0900 -7.6157 0.9181
25 N 4.8409 -1.2213 -0.1447
26 N -2.1234 -0.3380 4.8943
27 C 2.1810 -1.9778 5.7829
28 C 0.9012 4.1510 -4.2781
29 C 4.0598 -2.2912 -0.5155
30 C 2.4443 -0.8676 6.9073
31 C 0.1674 -4.3115 2.8613
32 C 1.9235 -5.9640 2.1091
33 C 4.7464 -0.9560 1.2013
34 C -3.7411 -2.5233 -1.0918
35 C -4.3737 3.4673 0.3351
36 C 3.9485 -1.9459 1.7039
37 C -4.5198 -2.6167 0.2483
38 C 5.1505 3.0476 -3.1140
39 C -6.1749 3.3435 -1.3161
40 C -5.8989 3.5923 0.2189
41 C 0.0835 2.0721 0.1657
42 C 6.2997 3.9573 -2.7582
43 C 1.3706 -1.3280 4.6856
44 C -0.2291 1.1548 1.3569
45 C 1.7510 0.2212 -0.1368
46 C -2.2906 -1.1854 3.8453
47 C 7.2523 3.2351 -1.8266
48 C -0.5457 0.6445 -3.7338
49 C 0.0071 4.2942 -3.0534
50 C 2.8263 0.3981 6.1632
51 C -2.1611 -1.0202 6.0243
52 C -1.4769 -0.5443 -4.0247
53 C 4.5767 2.5371 -1.7584
54 C 0.8619 -1.6497 -4.0999
55 C -1.2734 5.0636 -5.1969
56 C -0.6108 -1.7223 -3.6168
57 C 1.5647 -4.9188 3.1626
58 C -6.3858 -2.9449 -1.2357
59 C -5.7714 -3.4669 0.0620
60 C 0.1120 4.4731 -5.6539
61 C -0.7987 -5.4102 2.2830
62 C -5.3519 2.0996 -1.7535
63 C -2.5286 -2.4151 4.3620
64 C 1.4998 1.7022 -0.3070
65 C -2.4714 -2.3237 5.7681
66 C 3.4393 -2.7534 0.6809
67 H 1.6212 -2.7944 6.2046
68 H 4.0215 1.5650 -1.8116
69 H -7.0726 -2.1378 -1.0550
70 H -2.0422 4.2459 -5.2754
71 H -0.5739 0.8797 -2.6551
72 H -5.6389 4.1467 -1.8735
73 H 1.9131 -0.2999 -1.0689
74 H -0.5871 -1.5597 -2.5020
75 H 0.5430 4.5555 -2.1474
76 H -1.9819 -0.5226 -5.0342
77 H -5.3857 -4.4598 -0.1446
78 H -1.9388 0.6098 4.7288
79 H 3.1636 -2.2879 5.4041
80 H -2.7424 -3.2906 3.7250
81 H -2.5053 -3.1101 6.5212
82 H -1.5417 -4.8393 1.7436
83 H 5.4976 2.1626 -3.6778
84 H 4.3615 3.5693 -3.6565
85 H 1.3123 3.1314 -4.3119
86 H -1.2797 1.0388 1.4564
87 H -3.7616 4.2675 -0.0177
88 H -1.5886 5.9462 -5.7479
89 H 1.7498 2.0836 -1.3116
90 H -6.3651 2.8788 0.9196
91 H 2.6931 -3.5122 0.8607
92 H 0.4434 1.5287 2.1546
93 H 1.7481 4.8234 -4.2392
94 H -0.0719 3.5919 -6.2222
95 H 6.8575 4.4495 -3.5617
96 H -6.9755 -3.8150 -1.6653
97 H 2.6201 1.4369 6.5378
98 H -1.0760 -6.1610 3.0832
99 H 1.5970 -2.0560 -3.3823
100 H -3.8480 -3.0215 0.9302
101 H -6.3988 -3.5363 0.8922
102 H 1.4829 -5.3720 4.1398
103 H -2.3081 -0.8938 2.8044
104 H -1.1021 -2.6822 -3.7765
105 H 5.3427 -0.5856 -0.7808
106 H 3.5817 -1.8992 2.6976
107 H -0.4816 3.3786 -2.9518
108 H 1.5158 -1.7457 3.6551
109 H 0.2400 -1.3134 4.7205
110 H 2.2521 2.1986 0.3648
111 H -0.6176 1.9273 -0.6715
112 H 7.9845 2.5922 -2.3529
113 H 0.6311 5.2186 -6.2085
114 H 1.5332 -0.7093 7.4888
115 H -4.7881 -1.6199 0.5931
116 H -4.9716 2.1568 -2.7703
117 H 0.0609 3.1151 0.5270
118 H 3.2074 -1.1613 7.6345
119 H -0.3443 -3.8056 3.6217
120 H 2.5691 0.1386 0.5073
121 H 5.3777 -0.2024 1.7000
122 H 2.3697 -6.9292 2.3597
123 H -2.0134 -0.5175 6.9401
124 H 3.8528 0.3482 5.6449
125 H 5.8584 4.7725 -2.2281
126 H 4.1224 3.3304 -1.1151
127 H -3.2989 -3.4333 -1.4310
128 H -5.8566 1.0761 -1.7588
129 H -0.8257 1.5904 -4.3434
130 H -7.2612 3.3521 -1.5118
131 H -6.3082 4.5693 0.4684
132 H 7.7835 3.7863 -1.0806
133 H -3.9186 3.1353 1.3030
134 H -3.0427 -1.6997 -1.0908
135 H 1.0373 -2.0981 -5.1215
136 H 2.5899 -5.5378 1.3575
137 H 3.9300 -2.6250 -1.5271
138 H 2.2480 -4.1082 3.1438
139 H -2.2447 -0.4490 -3.2807
140 H 0.2051 -3.5318 2.1088